Record 1
Formula: C20H21N5O6
Source: OMol25
Level of theory: ωB97M-V/def2-TZVPD

Geometry as XYZ:
```
52
Properties=species:S:1:pos:R:3:forces:R:3:mulliken_charge:R:1
C -0.540723 -4.436279 0.445979 0.1 0.2 0.1 -1.25
C 0.497656 -3.340252 0.644377 -0.1 0.0 -0.2 -0.11
C 0.621608 -2.473750 -0.608978 -0.1 -0.5 0.2 -0.85
N 1.593215 -1.410877 -0.428926 0.4 -0.2 -0.2 0.67
N 1.096371 -0.214776 -0.186573 -0.2 1.0 0.2 -0.78
C 1.873984 0.808396 -0.010713 -0.1 -0.5 -0.1 0.52
C 1.170420 2.107714 0.191698 0.0 0.2 -0.1 0.28
O 1.595560 3.181633 -0.155711 0.0 -0.2 0.0 -0.65
O 0.002365 1.905581 0.793006 -0.1 -0.1 0.2 -0.20
C -0.912575 2.994870 0.883607 0.0 0.8 0.0 -1.07
C -2.100857 2.674466 -0.015098 0.2 -0.3 0.3 0.92
O -2.476049 3.490362 -0.850571 0.1 0.3 0.0 -0.77
C -2.631451 1.335413 0.104600 -0.2 0.0 -0.2 -0.15
C -3.326474 0.775697 -0.973947 0.2 0.2 0.5 0.52
N -3.721997 1.533760 -1.997262 0.0 0.0 -0.2 -0.33
N -3.601474 -0.559232 -0.991138 -0.1 0.0 -0.1 -0.01
C -4.266842 -1.161253 -2.130927 -0.1 -0.3 -0.1 -1.43
C -3.263775 -1.411577 0.064887 0.0 0.1 -0.1 0.80
O -3.449657 -2.605797 -0.024999 -0.1 -0.2 0.0 -0.68
N -2.749158 -0.811472 1.171305 0.2 -0.1 0.3 0.10
C -2.510482 -1.633829 2.346095 0.1 -0.2 0.3 -1.21
C -2.422733 0.548384 1.301537 -0.4 0.0 -0.5 0.55
O -2.055351 0.955161 2.381009 0.1 0.0 0.2 -0.67
C 3.309930 0.702072 -0.059312 0.3 -0.4 -0.1 0.87
C 4.191192 1.772258 0.136799 0.0 0.1 0.0 -0.79
C 5.550578 1.563531 0.079711 -0.1 0.0 0.0 -0.56
C 6.068947 0.293032 -0.168114 0.0 -0.1 0.0 -0.53
C 5.218945 -0.771822 -0.360637 0.0 -0.1 0.0 -0.54
C 3.837084 -0.579835 -0.307871 0.0 0.5 0.1 0.08
C 2.945140 -1.719566 -0.516980 -0.1 0.1 -0.1 0.34
O 3.303271 -2.856053 -0.760587 0.1 -0.1 0.0 -0.70
H -0.244254 -5.093993 -0.367485 0.0 -0.1 -0.1 0.44
H -1.513784 -4.013037 0.207773 -0.1 0.0 0.0 0.17
H -0.634281 -5.032520 1.349944 -0.1 -0.1 0.1 0.34
H 0.219398 -2.705559 1.487894 0.0 0.1 0.0 0.22
H 1.470136 -3.787122 0.857004 0.0 0.1 0.0 0.42
H 0.951961 -3.091393 -1.448119 -0.1 0.1 0.0 0.46
H -0.333730 -2.001237 -0.842521 0.1 0.0 0.0 0.17
H -1.231777 3.073059 1.925540 0.1 0.0 -0.2 0.36
H -0.436697 3.920490 0.544991 -0.2 -0.2 0.0 0.50
H -4.034378 1.136833 -2.864901 0.0 0.0 0.1 0.19
H -3.416992 2.511734 -1.937575 -0.1 -0.1 0.0 0.29
H -4.391426 -2.219345 -1.904130 0.0 0.2 -0.1 0.37
H -3.659558 -1.064695 -3.032790 0.0 0.0 0.0 0.41
H -5.247462 -0.708816 -2.284324 0.0 0.0 0.0 0.43
H -2.600376 -2.678875 2.064344 0.0 0.1 0.0 0.39
H -3.240121 -1.388768 3.118547 0.1 0.0 0.0 0.30
H -1.515741 -1.416823 2.731156 -0.1 0.0 0.0 0.35
H 3.792198 2.756561 0.319207 0.0 0.1 0.0 0.49
H 6.224614 2.393815 0.229678 0.0 0.1 0.0 0.42
H 7.137932 0.147458 -0.208234 0.1 0.0 0.0 0.41
H 5.587280 -1.767791 -0.554186 0.0 -0.1 0.0 0.48
```
Positions in Å, forces in eV/Å.

LUMO = 0.059 eV
ΔE to the lowest compared entry with this formula, charge and spin = 1.6 kcal per mole
HOMO = -8.79 eV
SMILES = CCCn1nc(C(=O)OCC(=O)c2c(N)n(C)c(=O)n(C)c2=O)c2ccccc2c1=O
Charge = 0
Maximum force = 1.02 eV/Å

---

Record 2
Formula: C35H28InN15O2S4
Source: OMol25
Level of theory: ωB97M-V/def2-TZVPD

Geometry as XYZ:
```
85
Properties=species:S:1:pos:R:3:forces:R:3:mulliken_charge:R:1
In 0.382554 1.582406 -0.442949 -0.4 0.0 -0.2 1.19
N 3.233880 2.845605 1.545810 0.1 0.0 -0.1 -0.02
C 1.976879 3.026955 2.030991 -0.1 0.0 0.1 0.50
N 1.632304 3.030547 3.333085 0.0 0.0 0.0 -0.84
N 0.324702 3.189534 3.351244 0.0 0.0 0.0 -0.39
N -0.064946 3.301971 2.126567 0.0 0.0 0.0 1.63
N 0.926479 3.218229 1.244824 0.1 -0.1 0.1 -1.01
C 3.452857 2.519928 0.214592 -0.1 0.0 0.0 0.37
N 4.655438 2.416350 -0.319882 0.0 -0.1 -0.2 -0.58
N 4.429081 2.087416 -1.600446 0.1 0.1 0.1 -0.90
N 3.165287 2.003419 -1.822243 0.3 0.1 0.7 -0.43
N 2.495168 2.279635 -0.683804 0.1 -0.1 0.0 0.35
H 3.948906 2.572725 2.200453 0.0 0.0 0.0 0.31
C 0.074535 -6.323522 2.330338 0.0 0.0 0.0 -1.58
C 0.450455 -4.890981 2.074234 0.0 0.0 0.0 1.04
C 1.722701 -4.426576 2.393399 0.0 0.0 0.0 -0.84
C 2.092158 -3.115103 2.135850 0.0 0.0 0.0 -0.35
C 1.171607 -2.260814 1.553447 0.0 0.0 0.0 -0.76
C -0.109157 -2.694249 1.239380 0.0 0.0 0.0 -0.01
C -0.461493 -4.005298 1.500430 0.0 0.0 0.0 -0.93
S 1.617468 -0.606854 1.151019 -0.1 -0.1 -0.1 2.11
O 0.527684 0.268218 1.603819 0.1 0.1 0.1 -0.73
O 2.926316 -0.349552 1.689795 0.0 0.0 0.0 -0.84
N 1.469335 -0.458349 -0.430970 0.3 0.3 0.2 0.53
C 2.388031 -0.962625 -1.345500 -0.1 -0.1 -0.1 0.28
C 3.578687 -1.625435 -1.016820 0.0 0.0 0.0 -0.65
C 4.371606 -2.100030 -2.040420 0.0 0.0 0.0 -0.70
C 3.983883 -1.913199 -3.361529 0.0 0.0 0.0 -0.70
C 2.796864 -1.243883 -3.584701 0.0 0.0 0.0 -0.81
N 2.008778 -0.783613 -2.616172 0.0 0.0 0.0 0.17
H 0.565590 -6.984568 1.613453 0.0 0.0 0.0 0.32
H -1.000529 -6.471637 2.238639 0.0 0.0 0.0 0.35
H 0.379944 -6.638866 3.328393 0.0 0.0 0.0 0.39
H 2.436269 -5.100294 2.852841 0.0 0.0 0.0 0.41
H 3.078020 -2.748860 2.388724 0.0 0.0 0.0 0.56
H -0.823487 -2.005901 0.807125 0.0 0.0 0.0 0.09
H -1.460561 -4.347883 1.257704 0.0 0.0 0.0 0.39
H 3.890764 -1.723106 0.011232 0.0 0.0 0.0 0.50
H 5.300597 -2.604636 -1.807108 0.0 0.0 0.0 0.42
H 4.585385 -2.262832 -4.188290 0.0 0.0 0.0 0.44
H 2.449294 -1.068907 -4.598973 0.0 0.0 0.0 0.47
S -3.671389 4.770615 4.666011 0.0 0.0 0.0 -0.20
C -3.122988 6.352569 5.016634 0.0 0.0 0.0 -0.45
C -2.138040 6.743129 4.166365 0.0 0.0 0.0 -0.65
C -1.821303 5.742680 3.209476 0.0 0.0 0.0 -0.35
C -2.576846 4.609325 3.343319 0.0 0.0 0.0 0.45
C -2.530241 3.400564 2.524832 0.0 0.0 0.0 -0.04
C -1.438548 3.327164 1.496236 0.0 0.0 0.0 -0.01
N -1.476460 2.217891 0.594107 0.0 0.1 -0.1 -0.16
C -2.392020 1.248342 0.761265 0.0 0.0 0.0 -0.49
C -3.405389 1.273745 1.715522 0.0 0.0 0.0 0.66
C -4.356002 0.230139 1.777112 0.0 0.0 0.0 -1.04
C -4.321636 -0.839468 0.931317 0.0 0.0 0.0 -1.37
C -3.286565 -0.917832 -0.037740 0.0 0.0 0.0 1.13
C -3.116059 -2.012077 -0.908911 0.0 0.0 0.0 -0.79
C -2.057599 -2.056838 -1.785170 0.0 0.0 0.0 1.05
C -1.160607 -0.965287 -1.788495 0.0 0.0 0.0 -1.07
N -1.300658 0.062049 -0.989441 0.0 0.0 0.0 0.06
C -2.335072 0.116264 -0.116739 0.0 0.0 0.0 -0.24
C -1.774958 -3.200782 -2.658123 0.0 0.0 0.0 -0.03
C -0.549683 -3.618883 -3.098553 0.0 0.0 0.0 -0.43
C -0.625253 -4.780704 -3.911114 0.0 0.0 0.0 -0.73
C -1.902352 -5.221233 -4.073362 0.0 0.0 0.0 -0.40
S -3.022362 -4.228506 -3.247299 0.0 0.0 0.0 -0.14
C -3.439608 2.415582 2.594013 0.0 0.0 0.0 -0.74
H -3.550908 6.904322 5.837501 0.0 0.0 0.0 0.43
H -1.647918 7.703973 4.220010 0.0 0.0 0.0 0.38
H -1.050323 5.863478 2.461983 0.0 0.0 0.0 0.42
H -1.395760 4.266294 0.929998 0.0 0.0 0.0 0.29
H -5.133090 0.295495 2.530557 0.0 0.0 0.0 0.43
H -5.056206 -1.631371 0.991930 0.0 0.0 0.0 0.44
H -3.810788 -2.843095 -0.846368 0.0 0.0 0.0 0.45
H -0.292539 -0.960031 -2.438962 0.0 0.0 0.0 1.03
H 0.375565 -3.126208 -2.829907 0.0 0.0 0.0 0.48
H 0.233924 -5.268090 -4.348017 0.0 0.0 0.0 0.41
H -2.245507 -6.072863 -4.637690 0.0 0.0 0.0 0.44
H -4.254087 2.485279 3.307376 0.0 0.0 0.0 0.42
N 1.606545 2.261596 -3.949777 -0.6 0.4 -0.5 -0.11
C 0.463457 2.911294 -3.821832 0.4 -0.2 -0.4 0.74
N -0.161737 3.336896 -4.932149 -0.1 0.0 0.0 -0.42
S -0.281544 3.259707 -2.327866 -0.2 -0.1 0.1 -0.48
H 2.020683 2.144904 -4.860798 -0.1 0.0 -0.1 0.24
H 2.231246 2.133936 -3.135838 0.3 -0.3 0.3 0.24
H 0.250165 3.242319 -5.843880 0.0 0.0 0.0 0.18
H -1.048872 3.798353 -4.845114 0.0 0.0 0.0 0.21
```
Positions in Å, forces in eV/Å.

LUMO = -0.347 eV
ΔE to the lowest compared entry with this formula, charge and spin = 31.2 kcal per mole
HOMO = -7.03 eV
Charge = 0
Maximum force = 0.91 eV/Å